(1)
# C4H16N2O2

3 unconnected molecules or ions with the total composition C4H16N2O2 (ωB97M-V with the def2-TZVPD basis set, the Open Molecules 2025 dataset).

Geometry as XYZ:
```
24
Properties=species:S:1:pos:R:3
C 0.06 0.45 -2.43
C -0.75 0.96 -1.27
C -1.44 -0.04 -0.42
C -1.80 0.25 0.82
N -2.64 -0.63 1.68
N 1.45 0.01 -1.90
H -0.32 -0.41 -2.97
H 0.24 1.26 -3.12
H -0.35 1.87 -0.82
H -1.57 1.50 -1.78
H -1.48 -1.06 -0.80
H -1.54 1.18 1.30
H -2.63 -0.24 2.63
H -3.64 -0.56 1.44
H -2.32 -1.59 1.64
H 2.17 0.72 -2.07
H 1.36 -0.06 -0.86
H 1.78 -0.86 -2.29
H 3.35 -1.17 2.58
H 3.53 0.32 2.99
O 3.27 -0.26 2.25
H 0.49 -1.10 1.09
H 1.84 -0.28 1.37
O 0.93 -0.25 0.95
```

Its total charge is +2. The HOMO energy is -17.87 eV. The calculation puts the HOMO-LUMO gap at 11.36 eV.

Here are the natural (NBO) charges for atoms 1 to 8, given in e: -0.20 -0.51 -0.14 -0.06 -0.69 -0.71 0.24 0.25

---

(2)
# C35H55N4OP2Zr

A molecular structure, C35H55N4OP2Zr (ωB97M-V with the def2-TZVPD basis set, the Open Molecules 2025 dataset).

Geometry as XYZ:
```
98
Properties=species:S:1:pos:R:3
C -2.25 1.51 -1.51
C -2.95 -0.21 -0.09
C -3.57 1.81 -1.82
C -4.27 -0.02 -0.45
C -4.60 1.02 -1.32
H -3.73 2.64 -2.49
H -5.02 -0.67 -0.01
H -5.63 1.20 -1.60
N -1.96 0.57 -0.59
P 0.36 1.12 -2.35
P -1.22 -0.88 2.14
C -1.13 2.19 -2.29
H -1.48 2.47 -3.30
H -0.85 3.14 -1.80
C 2.23 -0.91 -0.39
O 3.34 -1.30 -0.31
C -2.53 -1.39 0.77
H -3.40 -1.83 1.29
C -0.66 -2.49 2.96
C -2.05 0.29 3.33
C 0.01 -0.10 -3.75
C 1.84 2.21 -2.75
C 0.62 -3.00 2.26
H 1.49 -2.36 2.46
H 0.83 -4.01 2.64
H 0.50 -3.08 1.17
C -0.32 -2.29 4.44
H 0.48 -1.55 4.59
H -1.19 -2.03 5.05
H 0.06 -3.26 4.82
C -1.74 -3.57 2.81
H -1.43 -4.44 3.43
H -2.73 -3.25 3.17
H -1.82 -3.92 1.77
C -0.95 0.83 4.28
H 0.02 0.90 3.76
H -1.22 1.84 4.61
H -0.83 0.21 5.18
C -2.62 1.51 2.58
H -1.86 1.98 1.94
H -3.49 1.24 1.96
H -2.94 2.26 3.33
C -3.19 -0.44 4.09
H -3.50 -1.39 3.63
H -2.91 -0.64 5.14
H -4.08 0.20 4.12
C 3.05 1.27 -2.89
H 3.94 1.91 -3.00
H 3.19 0.63 -2.01
H 2.96 0.62 -3.78
C 2.06 3.16 -1.56
H 1.18 3.77 -1.33
H 2.36 2.60 -0.66
H 2.88 3.85 -1.81
C 1.65 3.07 -4.01
H 0.63 3.45 -4.13
H 2.32 3.94 -3.92
H 1.96 2.54 -4.92
C -1.48 -0.49 -3.79
H -2.13 0.36 -4.03
H -1.63 -1.26 -4.57
H -1.81 -0.92 -2.83
C 0.89 -1.36 -3.50
H 0.29 -2.18 -3.06
H 1.30 -1.70 -4.47
H 1.73 -1.19 -2.81
C 0.34 0.51 -5.12
H -0.20 1.45 -5.30
H 1.42 0.67 -5.26
H 0.02 -0.20 -5.90
Zr 0.22 -0.12 -0.01
N -0.57 -1.97 -0.51
C -1.75 -2.37 -0.22
C -2.46 -3.61 -0.82
C -3.79 -3.91 -0.13
C -2.80 -3.31 -2.28
C -1.51 -4.82 -0.73
H -3.68 -4.11 0.94
H -4.50 -3.08 -0.27
H -4.22 -4.81 -0.59
H -1.91 -3.10 -2.87
H -3.30 -4.18 -2.72
H -3.49 -2.46 -2.35
H -2.02 -5.69 -0.30
H -1.17 -5.10 -1.74
H -0.62 -4.61 -0.13
N 6.06 3.52 1.90
C 4.94 3.17 2.04
C 3.61 2.64 2.12
C 3.46 1.28 2.43
C 2.24 0.67 2.25
N 1.23 1.32 1.62
C 1.26 2.70 1.66
C 2.46 3.39 1.88
H 4.33 0.71 2.76
H 2.07 -0.39 2.49
H 0.33 3.22 1.45
H 2.50 4.49 1.81
```

Its total charge is +3. The HOMO energy (spin up / spin down) is -17.39 / -17.39 eV. The calculation puts the HOMO-LUMO gap (spin up / spin down) at 6.36 / 6.36 eV.

Here are the Löwdin charges for atoms 1 to 8, given in e: -0.31 -0.30 0.02 0.02 0.04 0.14 0.14 0.14

---

Maximum force readings, ordered: 2.3; 10.1 eV/A
Relative energy (zero: lowest compared OMol25 entry of this formula, charge and spin) readings, ordered: 1.128; 0.000 eV